The following is a DFT calculation (the ωB97M-V functional and the def2-TZVPD basis) of a molecular structure, C52H42ClF3IMoN4O5S3.

Computed properties:
Total energy (eV): -133930.034
Maximum force (eV Å⁻¹): 5.489
Net charge: -1
<S²>: 2.0090
HOMO-LUMO gap (spin up / spin down) (eV): 4.17 / 4.09
Spin multiplicity: 3
Energy above the lowest of the compared OMol25 structures with the same formula, charge and spin (kJ/mol): 0.00

Each line ends with the Mulliken spin population.
Cartesian coordinates (Å):
Mo: -2.392 2.949 -0.378  0.9738
O: 5.918 -4.390 8.712  0.0000
C: 5.597 -2.993 8.351  0.0000
C: 6.855 -2.189 7.890  0.0000
O: 6.578 -1.053 7.419  0.0000
O: 8.028 -2.717 8.002  0.0000
C: 4.565 -3.003 7.145  0.0000
C: 4.261 -4.205 6.524  0.0000
C: 3.225 -4.416 5.628  0.0000
C: 2.372 -3.380 5.470  0.0000
C: 2.624 -2.188 6.111  0.0000
C: 3.781 -1.867 6.740  0.0000
C: 4.705 -2.345 9.415  0.0000
C: 3.561 -2.985 9.941  0.0000
C: 2.822 -2.406 10.879  0.0000
C: 3.193 -1.073 11.308  0.0000
C: 4.257 -0.435 10.780  0.0000
C: 5.042 -1.095 9.799  0.0000
H: 6.890 -4.426 8.745  0.0000
H: 4.865 -5.086 6.872  0.0000
H: 2.989 -5.455 5.354  0.0000
H: 1.551 -3.391 4.726  0.0000
H: 1.966 -1.336 5.886  0.0000
H: 3.851 -0.899 7.173  0.0000
H: 3.448 -4.068 9.710  0.0000
H: 2.063 -2.963 11.385  0.0000
H: 2.621 -0.590 12.125  0.0000
H: 4.521 0.548 11.103  0.0000
H: 5.989 -0.683 9.426  0.0000
N: -1.496 2.269 0.914  -0.0374
S: 2.801 0.072 1.915  0.0000
N: 0.548 0.886 -3.672  0.0001
S: -0.181 1.545 -4.643  0.0055
N: -1.866 1.645 -4.646  -0.0011
S: -2.663 1.538 -3.282  0.0123
N: -2.172 1.895 -1.892  -0.0621
C: -4.098 2.467 -3.926  0.0040
C: -3.775 3.662 -4.654  -0.0022
C: -4.724 4.680 -4.752  0.0004
C: -6.020 4.464 -4.417  0.0007
C: -6.378 3.264 -3.795  0.0011
C: -5.401 2.271 -3.459  -0.0048
C: -3.255 -0.098 -3.161  -0.0023
C: -2.929 -0.951 -4.201  0.0030
C: -3.345 -2.233 -4.230  -0.0087
C: -3.766 -2.795 -3.063  -0.0007
C: -4.136 -1.929 -1.994  0.0053
C: -3.838 -0.608 -1.968  0.0287
C: 0.238 3.356 -4.788  -0.0022
C: -0.296 4.231 -3.911  -0.0142
C: -0.042 5.580 -3.897  0.0029
C: 0.803 6.067 -4.884  0.0004
C: 1.393 5.185 -5.782  -0.0001
C: 1.088 3.843 -5.782  -0.0001
C: -0.088 0.893 -6.356  -0.0008
C: 0.890 0.087 -6.893  0.0002
C: 0.702 -0.575 -8.050  0.0002
C: -0.453 -0.472 -8.719  0.0000
C: -1.491 0.248 -8.123  0.0008
C: -1.342 0.972 -6.959  -0.0005
C: 1.364 -0.815 1.444  -0.0011
C: 1.163 -0.755 0.091  0.0025
C: 0.006 -1.260 -0.377  -0.0010
C: -0.853 -1.949 0.467  0.0014
C: -0.565 -1.990 1.859  -0.0010
C: 0.544 -1.393 2.355  -0.0001
C: 2.206 1.849 2.057  0.0016
C: 1.712 2.401 0.925  -0.0004
C: 1.501 3.757 0.907  0.0059
C: 1.966 4.634 1.889  0.0041
C: 2.564 4.010 2.991  0.0000
C: 2.550 2.626 3.176  0.0001
H: -2.756 3.903 -4.980  -0.0003
H: -4.343 5.619 -5.128  -0.0002
H: -6.792 5.201 -4.522  0.0000
H: -7.368 2.989 -3.514  -0.0005
H: -5.574 1.390 -2.912  -0.0006
H: -2.512 -0.512 -5.102  0.0008
H: -3.011 -2.890 -5.019  0.0044
H: -3.751 -3.891 -2.883  0.0009
H: -4.491 -2.455 -1.142  0.0004
H: -4.041 -0.008 -1.159  -0.0297
H: -1.010 3.814 -3.255  0.0109
H: -0.565 6.151 -3.158  0.0013
H: 1.120 7.103 -4.806  0.0000
H: 2.018 5.444 -6.613  0.0000
H: 1.394 3.165 -6.552  0.0000
H: 1.817 0.033 -6.323  0.0000
H: 1.600 -1.096 -8.393  0.0000
H: -0.485 -0.957 -9.698  0.0000
H: -2.484 0.326 -8.652  0.0000
H: -2.192 1.507 -6.554  0.0000
H: 1.670 -0.218 -0.709  0.0005
H: -0.293 -0.951 -1.411  -0.0019
H: -1.906 -2.069 0.189  0.0007
H: -1.310 -2.389 2.520  0.0000
H: 0.648 -1.230 3.383  0.0003
H: 1.525 1.705 0.067  0.0027
H: 0.949 3.973 -0.018  -0.0128
H: 1.749 5.661 1.962  0.0002
H: 2.931 4.510 3.865  -0.0001
H: 3.041 2.235 4.129  0.0001
Cl: -1.787 5.186 -0.755  0.0565
F: -3.405 -5.899 -8.679  0.0615
C: -4.061 -5.589 -7.471  0.8146
F: -4.482 -6.667 -6.944  0.0608
F: -5.061 -4.641 -7.645  0.0622
C: -4.500 -9.481 0.036  0.0000
O: -4.614 -10.099 -0.928  0.0000
O: -4.469 -8.824 0.946  0.0000
H: -2.564 1.864 0.885  0.0113
I: -5.247 3.655 -0.010  0.0420